Below is a cluster of 40 separate species, H80O40 in total, with properties calculated with ωB97M-V with the def2-TZVPD basis set.

Last column: Löwdin charge in e.
CARTESIAN COORDINATES (ANGSTROEM)
H: 1.1817 -2.8843 5.3279  -0.069
H: 0.1304 -2.6578 6.2872  0.027
O: 1.0289 -2.8850 6.1976  0.032
H: 2.2391 0.5303 -0.5790  0.016
H: 2.4784 1.8907 -0.6806  0.044
O: 1.7264 1.3115 -0.7940  -0.051
H: -5.0687 2.5346 -1.0362  0.013
H: -3.7138 1.4798 -1.1875  0.091
O: -4.0923 2.4290 -1.3437  -0.144
H: 0.7900 0.6175 5.9377  -0.020
H: 1.0214 -0.5076 6.8507  0.075
O: 0.8301 -0.3013 5.9244  -0.023
H: 1.2475 2.5611 -4.5501  0.083
H: 0.4578 2.3503 -3.2581  0.022
O: 1.1748 2.9776 -3.6197  -0.133
H: -0.0574 -3.6109 -3.2729  -0.053
O: 0.7625 -3.9148 -3.6234  -0.018
H: -1.5303 -2.4533 2.4118  -0.040
O: -0.7552 -2.8414 2.7212  -0.058
H: -1.5845 -1.1783 0.1528  0.103
H: -1.6551 -0.0222 1.1116  -0.058
O: -1.8176 -0.8773 1.1054  -0.020
H: -3.7180 1.9708 1.5043  0.012
H: -3.4781 3.2553 0.5786  0.032
O: -3.3695 2.8983 1.4822  -0.088
H: -4.0538 -2.0435 -1.6271  0.112
H: -3.1299 -2.6699 -0.9553  0.102
O: -3.0948 -1.7302 -1.3983  -0.141
H: -1.2389 3.7903 -2.9516  0.156
H: -2.1159 2.5928 -2.2945  -0.015
O: -1.2676 3.0191 -2.2612  -0.075
H: -6.3586 2.1831 0.8798  0.136
O: -6.1213 2.7010 0.0182  -0.090
H: 2.0991 -0.0134 -2.8724  0.077
H: 2.1017 -1.6255 -2.6150  0.011
O: 2.3210 -0.9437 -3.2339  -0.071
H: 3.1582 0.7773 3.7283  0.033
H: 4.0147 0.4783 4.9896  0.015
O: 3.9709 1.0155 4.2213  -0.037
H: -1.9160 3.8590 2.0057  -0.021
H: -2.4138 3.9256 3.4523  0.069
O: -1.7275 4.2172 2.8498  -0.044
H: 1.4938 5.0000 1.9037  0.006
H: 1.9607 6.1773 2.5586  0.013
O: 2.0692 5.7667 1.7156  -0.066
H: -1.4740 5.7040 -0.1290  -0.008
H: -1.5914 5.9214 1.1733  0.019
O: -2.1734 5.9124 0.4236  -0.007
H: 3.4074 -4.2291 0.5268  -0.002
H: 3.8671 -3.7964 1.8764  0.035
O: 3.9887 -3.6263 0.9689  -0.013
H: 5.0069 0.3334 0.0699  0.016
O: 4.3243 0.7816 -0.3960  -0.001
H: 2.2734 -1.8008 4.3351  -0.046
H: 1.5019 -2.1320 3.1629  0.053
O: 2.4469 -2.1092 3.5000  -0.012
H: 1.8612 2.6290 4.9831  -0.050
O: 1.7815 2.6309 5.8878  -0.014
H: 1.6416 -3.0852 -0.7489  0.028
H: 2.5070 -2.7103 0.4466  0.036
O: 2.2213 -2.3568 -0.4399  -0.081
H: -1.9121 -1.3775 -4.5482  0.023
H: -0.2479 -1.6133 -4.5491  0.151
O: -1.2361 -1.9107 -4.1205  -0.117
H: 1.1249 -0.0855 2.0924  0.033
H: 0.6180 1.1471 1.7918  -0.002
O: 0.5417 0.5245 2.4700  0.019
H: -3.7267 2.3561 -3.4937  0.007
H: -2.4550 1.7499 -3.8355  0.005
O: -3.3176 1.8793 -4.2078  -0.026
H: 4.4221 3.8123 -3.8011  0.031
H: 3.0132 3.5493 -3.0955  0.068
O: 3.8830 3.1239 -3.4331  -0.088
H: -0.2276 3.9433 3.5408  0.003
H: 0.5512 2.7243 3.0682  0.021
O: 0.6817 3.5901 3.5005  -0.070
H: -3.9584 -5.2020 2.1901  0.038
H: -3.5885 -4.2272 3.1855  0.005
O: -3.7299 -4.2497 2.2643  -0.072
H: 5.9426 -1.0943 1.2727  -0.046
H: 6.2950 -0.6625 2.4723  0.010
O: 5.5699 -1.0185 2.0603  0.054
H: -3.5915 -0.1656 1.4990  0.154
H: -4.4628 -0.0204 0.1731  0.003
O: -4.1546 0.5057 0.8636  -0.094
H: -1.7032 -2.7148 -2.5356  -0.016
H: -0.4919 -3.0599 -1.8260  0.125
O: -1.4076 -3.5602 -2.1491  -0.127
H: 0.0283 2.6030 -0.6470  0.014
O: -0.2295 2.4758 0.2808  -0.039
H: -0.7886 -0.2336 3.2123  0.009
H: -1.2871 -0.5304 4.8065  -0.062
O: -1.3166 -0.6210 3.9440  -0.026
H: 4.7187 1.5625 -0.7488  0.045
H: 0.7571 -4.8199 -3.7693  0.024
H: 1.8063 1.6986 6.1284  -0.002
H: -0.5481 -2.8185 3.6730  0.033
H: -5.9166 3.6634 0.2888  0.124
H: -1.0363 2.1387 -0.0445  -0.010
O: -2.9214 -6.1072 0.8120  -0.021
H: -3.0692 -6.1554 -0.0788  -0.005
H: -2.1353 -5.5477 0.7809  0.059
O: -0.5867 0.0246 -2.4219  -0.110
H: -0.5646 1.0413 -2.0392  0.099
H: 0.0022 -0.5889 -1.9310  0.044
O: 2.5148 -5.0145 -1.2829  -0.070
H: 3.0908 -4.2177 -1.0149  0.050
H: 3.1488 -5.6377 -1.6342  0.051
O: -4.0327 -0.9449 -4.2185  -0.062
H: -4.3287 0.0564 -4.4651  0.126
H: -3.1514 -1.0617 -4.1790  -0.108
O: 0.7608 -2.8057 -6.3201  -0.039
H: 0.1427 -3.4132 -5.8003  0.066
H: 1.2410 -2.3919 -5.6906  -0.067
O: 4.3299 0.3636 -4.4210  -0.063
H: 3.8059 -0.3495 -4.1644  -0.059
H: 4.1707 1.0595 -3.7110  0.032
O: 0.8452 0.5600 -4.8530  -0.149
H: 0.6523 0.4325 -3.8450  0.013
H: 1.8958 0.4193 -4.8983  0.105

## Properties
- Lowest unoccupied orbital energy: -0.6 eV
- Frontier orbital gap: 10.13 eV

=====

Below is a cluster of 11 separate species, C33H56O33 in total, with properties calculated with ωB97M-V with the def2-TZVPD basis set.

Last column: Löwdin charge in e.
CARTESIAN COORDINATES (ANGSTROEM)
C: 5.1621 -4.2002 -2.2830  -0.033
O: 4.8967 -5.4912 -2.8218  0.013
C: 5.5262 -6.5017 -2.2465  -0.631
O: 6.2132 -6.4710 -1.2588  0.126
O: 5.2282 -7.6109 -2.9372  0.007
C: 5.7780 -8.8045 -2.4465  -0.069
H: 6.2233 -3.9713 -2.3405  0.101
H: 4.8263 -4.1455 -1.2451  0.090
H: 4.5597 -3.4917 -2.8434  0.095
H: 5.2797 -9.2108 -1.5583  0.091
H: 6.8214 -8.7035 -2.1429  0.097
H: 5.7131 -9.5908 -3.1946  0.096
C: -2.5328 -0.6235 -0.9182  -0.040
O: -3.8713 -0.4527 -1.3457  0.031
C: -4.6474 0.4152 -0.7159  -0.601
O: -4.4303 0.9436 0.3480  0.117
O: -5.7420 0.5856 -1.4516  0.014
C: -6.7606 1.3859 -0.8857  -0.046
H: -1.8790 0.1424 -1.3410  0.072
H: -2.2041 -1.6241 -1.1674  0.094
H: -2.4110 -0.5048 0.1612  0.079
H: -7.2576 0.8991 -0.0486  0.102
H: -7.4965 1.5773 -1.6652  0.095
H: -6.3907 2.3703 -0.5922  0.089
C: -2.5412 8.7538 4.6814  -0.050
O: -1.9811 8.0006 3.6113  -0.005
C: -1.2911 6.9173 3.9772  -0.641
O: -0.9888 6.6155 5.1022  0.131
O: -1.0009 6.2295 2.8796  -0.005
C: -0.1885 5.0765 3.0496  -0.031
H: -2.7580 9.7389 4.2767  0.089
H: -1.8969 8.8548 5.5520  0.092
H: -3.4665 8.2650 4.9913  0.084
H: 0.7845 5.3261 3.4682  0.103
H: -0.0988 4.6472 2.0547  0.075
H: -0.6380 4.3094 3.6807  0.073
C: 1.7227 -2.5023 0.2622  -0.024
O: 1.6539 -1.2051 0.8468  0.020
C: 1.0893 -0.2671 0.0993  -0.603
O: 0.5933 -0.4090 -0.9884  0.125
O: 1.0907 0.8749 0.7913  -0.004
C: 0.3673 1.9480 0.1817  -0.027
H: 0.8562 -2.7092 -0.3607  0.084
H: 1.7406 -3.2112 1.0788  0.085
H: 2.5929 -2.6198 -0.3855  0.097
H: 0.6405 2.0607 -0.8619  0.088
H: 0.5937 2.8400 0.7569  0.073
H: -0.7081 1.7715 0.2818  0.094
C: 1.5130 0.6373 -3.9677  -0.039
O: 1.4481 1.5005 -5.1009  0.011
C: 2.1713 1.1093 -6.1476  -0.626
O: 2.9598 0.2007 -6.1547  0.124
O: 1.8829 1.9098 -7.1653  0.005
C: 2.4364 1.5528 -8.4246  -0.042
H: 2.5129 0.6117 -3.5272  0.085
H: 1.2113 -0.3591 -4.2815  0.109
H: 0.8562 1.0169 -3.1937  0.060
H: 3.5164 1.4475 -8.3250  0.096
H: 2.2781 2.3863 -9.1077  0.092
H: 1.9365 0.6830 -8.8436  0.100
C: 2.6766 -7.6534 -0.0415  -0.042
O: 2.0263 -6.4018 -0.0084  0.005
C: 0.8046 -6.3317 -0.5695  -0.597
O: 0.2962 -7.1783 -1.2507  0.143
O: 0.2561 -5.1920 -0.1757  -0.027
C: -1.0397 -4.8652 -0.6574  -0.025
H: 3.6289 -7.5982 -0.5660  0.074
H: 2.1447 -8.4748 -0.5233  0.099
H: 2.8421 -8.0079 0.9777  0.099
H: -1.8098 -5.5910 -0.4001  0.110
H: -1.0174 -4.8267 -1.7508  0.109
H: -1.2857 -3.8610 -0.3312  0.064
O: -2.2857 -2.6473 1.5574  0.150
C: -1.7110 -3.3813 2.3026  -0.577
O: -2.2520 -3.8274 3.4592  0.066
C: -1.3049 -4.6479 4.1503  -0.091
C: -0.0761 -4.6608 3.2210  -0.090
O: -0.4216 -3.7246 2.2035  0.036
H: -1.0992 -4.2303 5.1317  0.127
H: -1.7144 -5.6528 4.2376  0.130
H: 0.1304 -5.6267 2.7622  0.129
H: 0.8244 -4.3527 3.7508  0.133
O: -2.1514 0.2599 -4.1882  0.176
C: -2.2911 1.3780 -3.8163  -0.572
O: -1.3598 2.0839 -3.1335  0.031
C: -1.9451 3.2597 -2.5946  -0.110
C: -3.2254 3.4134 -3.4329  -0.100
O: -3.3986 2.1263 -4.0115  0.071
H: -2.1009 3.1400 -1.5197  0.114
H: -1.2929 4.1233 -2.7163  0.134
H: -3.0533 4.1577 -4.2101  0.130
H: -4.0959 3.6879 -2.8435  0.127
O: -1.8959 2.9108 5.1686  0.188
C: -1.5206 1.8591 4.7803  -0.550
O: -1.9736 0.6488 5.2218  0.070
C: -1.3900 -0.3908 4.4574  -0.116
C: -0.2133 0.3193 3.7659  -0.107
O: -0.5827 1.6862 3.8125  0.051
H: -1.0107 -1.2409 5.0190  0.126
H: -2.1004 -0.7240 3.6961  0.125
H: -0.0950 -0.0049 2.7382  0.111
H: 0.6866 0.1740 4.3669  0.138
O: 2.5990 3.9261 1.6251  0.169
C: 3.3250 3.3318 0.8978  -0.562
O: 4.5737 2.9247 1.2113  0.072
C: 5.0772 2.1034 0.1584  -0.103
C: 4.1923 2.5049 -1.0251  -0.104
O: 3.0284 3.0141 -0.3860  0.038
H: 6.1201 2.3213 -0.0567  0.131
H: 4.9514 1.0622 0.4557  0.131
H: 3.9499 1.6370 -1.6357  0.122
H: 4.6518 3.2801 -1.6373  0.134
O: -3.8904 6.0734 4.2705  0.176
C: -3.8644 5.1969 3.4687  -0.547
O: -3.4487 5.3220 2.1871  0.053
C: -3.4958 4.0680 1.5139  -0.098
C: -4.2011 3.1353 2.5219  -0.101
O: -4.2730 3.9378 3.6964  0.064
H: -4.0553 4.2106 0.5923  0.120
H: -2.4711 3.7564 1.3043  0.114
H: -3.6570 2.2292 2.7670  0.117
H: -5.2097 2.9064 2.1840  0.120

## Properties
- Lowest unoccupied orbital energy: 0.0 eV
- SMILES: COC(=O)OC.COC(=O)OC.COC(=O)OC.COC(=O)OC.COC(=O)OC.COC(=O)OC.O=C1OCCO1.O=C1OCCO1.O=C1OCCO1.O=C1OCCO1.O=C1OCCO1
- Frontier orbital gap: 9.72 eV

=====

Below is the molecule C3H5NO2, with properties calculated with ωB97M-V with the def2-TZVPD basis set.

Last column: Löwdin charge in e.
CARTESIAN COORDINATES (ANGSTROEM)
C: -1.0032 1.3948 -0.1291  -0.065
N: 0.1325 0.5166 0.0657  0.018
C: -0.0213 -0.8250 0.0817  -0.481
O: -1.0896 -1.4133 0.0758  0.071
C: 1.2842 -1.6116 0.1088  -0.158
O: 2.1072 -1.4658 0.9790  0.078
H: -1.8314 1.0687 0.5032  0.089
H: -0.7225 2.4149 0.1389  0.086
H: -1.3350 1.3776 -1.1737  0.091
H: 1.0673 0.8937 0.0561  0.139
H: 1.4117 -2.3507 -0.7064  0.132

## Properties
- Lowest unoccupied orbital energy: 0.5 eV
- SMILES: CNC(=O)C=O
- Frontier orbital gap: 10.22 eV

=====

Below is a structure of composition C35H33BrGeN5ORhS, with properties calculated with ωB97M-V with the def2-TZVPD basis set.

Last column: Löwdin charge in e.
CARTESIAN COORDINATES (ANGSTROEM)
Rh: -1.3007 0.2567 -1.7488  0.559
C: -0.2255 3.0733 -5.0295  -0.012
C: -1.0305 2.2927 -4.0549  -0.240
N: -0.4854 2.0239 -2.8206  -0.040
N: 0.1599 2.9279 -2.1634  0.068
C: 0.4638 2.6454 -0.8878  -0.397
O: 0.1399 1.5271 -0.3708  -0.142
C: 1.0612 3.7383 -0.1317  -0.139
C: 1.3567 3.5649 1.2222  -0.029
C: 1.7929 4.6254 1.9885  -0.066
C: 1.9181 5.8844 1.4190  -0.067
C: 1.6502 6.0646 0.0684  -0.067
C: 1.2490 4.9995 -0.7111  -0.017
C: -2.3284 1.8089 -4.2371  -0.239
C: -3.0691 1.9430 -5.4422  0.007
C: -4.3525 1.4733 -5.4977  -0.047
C: -4.9127 0.8520 -4.3746  -0.039
C: -4.1237 0.6969 -3.2467  -0.180
N: -2.8909 1.1559 -3.1612  -0.049
H: 0.3300 3.8309 -4.4778  0.077
H: -0.8465 3.5506 -5.7799  0.074
H: 0.4955 2.4255 -5.5322  0.097
H: 1.2196 2.5890 1.6589  0.066
H: 2.0333 4.4780 3.0323  0.107
H: 2.2156 6.7256 2.0274  0.107
H: 1.7605 7.0440 -0.3748  0.108
H: 1.0539 5.1380 -1.7625  0.105
H: -2.6076 2.3991 -6.3042  0.111
H: -4.9332 1.5637 -6.4013  0.114
H: -5.9262 0.4907 -4.3983  0.107
H: -4.5050 0.1700 -2.3806  0.113
C: -1.1788 1.4781 2.5962  -0.204
Ge: -0.2417 -0.2297 2.1438  0.840
C: 1.5824 -0.3104 1.2871  -0.332
C: 1.8011 -1.1529 0.2093  -0.143
C: 3.0476 -1.2250 -0.3857  -0.078
C: 4.0836 -0.4364 0.0782  -0.067
C: 3.8789 0.3971 1.1629  -0.061
C: 2.6387 0.4490 1.7747  -0.140
C: -0.6681 -1.5990 3.5613  -0.246
C: -2.0058 -1.8075 3.7964  -0.145
C: -2.4505 -2.6880 4.7897  -0.068
C: -1.5421 -3.3872 5.5310  -0.021
C: -0.1613 -3.2081 5.3282  -0.165
C: 0.7782 -3.9127 6.1083  -0.028
C: 2.1177 -3.6926 5.9638  -0.071
C: 2.5677 -2.7482 5.0311  -0.066
C: 1.6825 -2.0727 4.2370  -0.036
C: 0.2927 -2.2797 4.3501  -0.179
H: -0.6361 2.0323 3.3559  0.027
H: -2.1563 1.2281 3.0039  0.022
H: -1.3014 2.1027 1.7164  0.013
H: 0.9940 -1.7705 -0.1630  0.052
H: 3.2147 -1.9027 -1.2090  0.085
H: 5.0482 -0.4798 -0.4018  0.108
H: 4.6913 1.0052 1.5311  0.112
H: 2.5090 1.0779 2.6455  0.107
H: -2.7477 -1.2863 3.2038  0.075
H: -3.5083 -2.7893 4.9779  0.108
H: -1.8588 -4.0743 6.3002  0.117
H: 0.4116 -4.6290 6.8271  0.115
H: 2.8291 -4.2341 6.5676  0.107
H: 3.6266 -2.5627 4.9408  0.107
H: 2.0535 -1.3531 3.5201  0.074
Br: -1.7115 -1.0824 0.3764  0.417
C: 1.2104 -2.4182 -3.2049  -0.035
N: 0.1325 -3.2716 -2.7984  -0.111
C: 0.2010 -4.5422 -2.2953  -0.027
C: -1.0599 -4.9456 -2.0061  -0.046
N: -1.8975 -3.9169 -2.3441  0.098
C: -1.1624 -2.8893 -2.8222  -0.755
S: -1.7276 -1.4356 -3.4531  0.703
H: 2.1521 -2.8464 -2.8693  0.090
H: 1.0631 -1.4218 -2.7610  0.071
H: 1.2206 -2.3104 -4.2917  0.106
H: 1.1303 -5.0617 -2.1946  0.131
H: -1.4073 -5.8737 -1.6037  0.125
H: -2.8986 -3.8818 -2.2388  0.166

## Properties
- Lowest unoccupied orbital energy (alpha / beta): -3.6 / -3.5 eV
- Multiplicity: 2
- Frontier orbital gap (alpha / beta): 6.06 / 6.33 eV
- Charge: +1

=====

Below is a cluster of 2 separate species, CH8N4 in total, with properties calculated with ωB97M-V with the def2-TZVPD basis set.

Last column: Löwdin charge in e.
CARTESIAN COORDINATES (ANGSTROEM)
C: 0.7263 0.6308 -0.8045  0.142
N: 0.2287 0.4252 0.5593  0.203
N: -1.8672 0.6914 -0.0104  0.110
N: 0.9270 -0.5332 0.0645  -0.052
N: 1.5296 -1.6390 0.2982  0.296
H: -0.0504 0.5226 -1.6266  0.170
H: 1.7184 1.1776 -0.8628  0.189
H: 0.2613 0.8914 1.4099  0.184
H: -2.2963 0.2558 -0.8146  0.084
H: -2.3530 1.5987 -0.1361  0.112
H: 1.4971 -2.4689 -0.3176  0.207
H: -2.1585 0.2924 0.9676  0.149
H: 1.8371 -1.8450 1.2731  0.206

## Properties
- Lowest unoccupied orbital energy (alpha / beta): -11.8 / -12.0 eV
- Frontier orbital gap (alpha / beta): 8.35 / 7.61 eV
- Charge: +2

=====

Below is the molecule C5H10O2, with properties calculated with ωB97M-V with the def2-TZVPD basis set.

Last column: Löwdin charge in e.
CARTESIAN COORDINATES (ANGSTROEM)
C: 0.8732 -1.4046 -1.5612  -0.006
C: 1.0783 -0.1587 -0.7289  -0.420
O: 1.1217 -0.5080 0.6356  -0.061
C: 0.5487 0.5732 1.3435  -0.145
C: -0.5241 1.0741 0.3883  -0.346
C: -1.8450 0.3377 0.6718  -0.036
O: -0.0117 0.7394 -0.8942  -0.049
H: -0.0367 -1.9106 -1.2245  0.086
H: 0.7636 -1.1331 -2.6146  0.086
H: 1.7219 -2.0876 -1.4573  0.086
H: 2.0059 0.3686 -1.0207  0.155
H: -0.0165 0.1956 2.1908  0.121
H: 1.3220 1.2996 1.6433  0.133
H: -0.6568 2.1610 0.4352  0.147
H: -2.5952 0.6342 -0.0591  0.077
H: -2.2515 0.5427 1.6733  0.083
H: -1.7035 -0.7490 0.6062  0.088

## Properties
- Lowest unoccupied orbital energy: 1.1 eV
- SMILES: C[C@@H]1OC[C@H](C)O1
- Frontier orbital gap: 10.84 eV

=====

| no. | maximum force (Eh/bohr) |
| --- | --- |
| 1 | 0.1486 |
| 2 | 0.0332 |
| 3 | 0.0100 |
| 4 | 0.0763 |
| 5 | 0.0679 |
| 6 | 0.0161 |